ORCA calculation (ωB97M-V/def2-TZVPD) on one molecule with the formula C3H6O in a non-equilibrium geometry.

Last column: Löwdin charge in e.
Element x y z (Å)
1 C 0.565 0.892 -0.497  -0.117
2 C 0.377 -0.311 0.388  -0.271
3 C -0.851 -0.992 0.043  -0.274
4 O -1.751 -0.438 -0.687  -0.049
5 H 0.798 0.769 -1.635  0.122
6 H -0.282 1.453 -0.517  0.015
7 H 1.415 1.376 0.235  0.130
8 H -0.157 -0.001 1.413  0.177
9 H 1.258 -0.915 0.465  0.105
10 H -1.371 -1.833 0.791  0.162

Cartesian forces (eV/Å) of the 3 atoms listed first:
4.722 0.032 0.898
-1.848 0.304 0.462
-7.271 -0.210 -0.853

Values from the calculation:
E_LUMO = 0.77 eV
gap between HOMO and LUMO = 10.531 eV
charge = 0
relative energy (zero: lowest compared OMol25 entry of this formula, charge and spin) = 2.239 eV
SMILES = CCC=O

ORCA calculation (ωB97M-V/def2-TZVPD) on a 2-piece molecular cluster, CH5IN3S overall in a non-equilibrium geometry.

Last column: Löwdin charge in e.
Element x y z (Å)
1 C 0.566 -0.202 0.091  -0.742
2 N 0.517 1.116 0.113  0.160
3 N -0.593 -0.881 0.181  -0.114
4 N -1.715 -0.198 0.343  0.052
5 S 1.988 -1.196 -0.075  0.424
6 I 3.795 0.322 -0.111  0.632
7 H -0.394 1.542 0.264  0.116
8 H 1.337 1.705 0.064  0.058
9 H -0.553 -1.903 0.142  0.164
10 H -2.531 -0.795 0.445  0.067
11 H -2.419 0.491 -1.457  0.183

Cartesian forces (eV/Å) of the 3 atoms listed first:
0.340 0.760 -0.038
-0.238 -0.546 0.083
0.372 -0.958 0.017

Values from the calculation:
E_LUMO (alpha / beta) = -5.27 / -5.45 eV
gap between HOMO and LUMO (alpha / beta) = 8.005 / 8.206 eV
charge = +1
relative energy (zero: lowest compared OMol25 entry of this formula, charge and spin) = 3.074 eV

ORCA calculation (ωB97M-V/def2-TZVPD) on C24H24ClF6N6NdO3S as an isolated structure in a non-equilibrium geometry.

Last column: Mulliken spin population.
Element x y z (Å)
1 Nd -0.013 0.014 0.406  3.020
2 N -4.476 0.276 7.430  0.000
3 C -3.451 0.218 6.504  0.000
4 C -2.574 -0.875 6.485  0.000
5 C -1.578 -0.953 5.534  0.000
6 C -1.449 0.054 4.583  0.000
7 C -2.305 1.141 4.595  0.000
8 C -3.304 1.222 5.547  0.000
9 S -0.090 0.003 3.478  0.000
10 O 1.129 0.039 4.229  -0.001
11 O -0.273 1.134 2.536  -0.001
12 N -0.118 -1.281 2.538  0.001
13 C -1.161 -2.075 2.139  0.000
14 N -1.167 -2.270 0.801  0.002
15 C -2.122 -3.049 0.298  0.001
16 C -3.064 -3.644 1.115  0.000
17 C -2.969 -3.368 2.476  0.000
18 N -2.031 -2.597 3.005  0.000
19 H -4.354 -0.271 8.267  0.000
20 H -4.866 1.187 7.605  0.000
21 H -2.677 -1.662 7.221  0.000
22 H -0.902 -1.797 5.533  0.000
23 H -2.187 1.921 3.855  0.000
24 H -3.975 2.072 5.552  0.000
25 H -2.120 -3.177 -0.778  0.000
26 H -3.842 -4.280 0.723  0.000
27 H -3.686 -3.794 3.170  0.000
28 C -2.760 3.383 -1.129  0.000
29 C -2.465 1.932 -0.742  -0.003
30 O -1.137 1.698 -0.586  -0.002
31 C -2.999 0.991 -1.845  -0.002
32 F -2.330 1.195 -2.991  0.000
33 F -2.827 -0.312 -1.538  0.000
34 F -4.298 1.149 -2.128  0.000
35 C -3.177 1.613 0.597  0.005
36 F -2.879 2.522 1.524  0.000
37 F -4.511 1.549 0.511  0.000
38 F -2.763 0.411 1.094  0.000
39 H -2.238 3.605 -2.057  0.000
40 H -2.365 4.035 -0.354  0.000
41 H -3.825 3.577 -1.263  0.000
42 C 0.276 -1.274 -5.461  0.000
43 N 0.399 -0.247 -4.435  0.000
44 C 0.183 1.149 -4.803  0.000
45 C 0.246 -0.580 -3.178  -0.001
46 N 0.146 -0.866 -2.063  -0.001
47 H 1.005 -1.079 -6.248  0.000
48 H -0.728 -1.281 -5.892  0.000
49 H 0.489 -2.245 -5.021  0.000
50 H 0.920 1.437 -5.553  0.000
51 H 0.305 1.772 -3.920  0.000
52 H -0.823 1.296 -5.205  0.000
53 Cl 1.797 5.962 0.278  0.000
54 C 2.065 4.238 0.222  -0.001
55 C 2.054 3.587 -1.001  0.001
56 C 2.253 2.219 -1.040  -0.002
57 C 2.483 1.460 0.129  0.003
58 C 2.497 0.002 0.099  -0.018
59 C 2.484 2.168 1.348  -0.001
60 C 2.281 3.536 1.396  0.001
61 H 1.887 4.148 -1.911  0.000
62 H 2.246 1.712 -2.001  0.000
63 H 3.007 -0.443 0.955  -0.001
64 H 2.841 -0.412 -0.850  0.001
65 H 2.644 1.626 2.273  0.000
66 H 2.286 4.056 2.344  0.000

Cartesian forces (eV/Å) of the 3 atoms listed first:
0.794 0.385 -0.941
-0.056 0.000 0.072
0.060 -0.055 -0.016

Values from the calculation:
E_LUMO (alpha / beta) = 0.23 / 0.25 eV
⟨S²⟩ = 3.753
gap between HOMO and LUMO (alpha / beta) = 6.784 / 6.799 eV
charge = 0
2S+1 = 4

ORCA calculation (ωB97M-V/def2-TZVPD) on C42H57IrN4O3P as an isolated structure in a non-equilibrium geometry.

Last column: Löwdin charge in e.
Element x y z (Å)
1 Ir 0.423 0.769 -0.113  1.242
2 C 2.481 -1.118 5.541  -0.072
3 O 1.917 -1.019 4.256  -0.102
4 C 2.603 -1.536 3.207  -0.222
5 C 3.772 -2.249 3.302  -0.013
6 C 4.426 -2.718 2.154  -0.081
7 C 3.892 -2.501 0.913  -0.055
8 C 2.678 -1.816 0.765  -0.165
9 C 2.043 -1.814 -0.490  -0.043
10 N 0.880 -1.259 -0.754  -0.153
11 N 0.192 -1.754 -1.738  0.046
12 C -0.599 -0.995 -2.488  -0.477
13 O -0.488 0.248 -2.496  -0.046
14 C -1.565 -1.749 -3.301  -0.157
15 C -2.281 -1.126 -4.319  -0.032
16 C -3.219 -1.845 -5.038  -0.093
17 C -3.451 -3.178 -4.738  -0.085
18 C -2.732 -3.804 -3.730  -0.070
19 C -1.787 -3.097 -3.016  -0.025
20 C 2.002 -1.251 1.912  -0.318
21 O 0.952 -0.556 1.819  -0.139
22 H 2.591 -2.158 5.856  0.098
23 H 1.789 -0.614 6.212  0.097
24 H 3.460 -0.634 5.578  0.098
25 H 4.200 -2.474 4.264  0.108
26 H 5.343 -3.272 2.253  0.104
27 H 4.376 -2.889 0.030  0.113
28 H 2.479 -2.448 -1.263  0.142
29 H -2.072 -0.090 -4.541  0.115
30 H -3.770 -1.375 -5.839  0.106
31 H -4.189 -3.734 -5.295  0.106
32 H -2.904 -4.848 -3.513  0.106
33 H -1.209 -3.570 -2.236  0.108
34 C -0.034 7.485 -1.605  -0.031
35 C -1.124 6.647 -2.292  -0.553
36 C -2.475 7.045 -1.694  -0.049
37 C -1.144 6.902 -3.807  -0.023
38 C -0.802 5.187 -2.063  -0.142
39 C 0.479 4.701 -2.341  0.014
40 C 0.812 3.412 -1.978  -0.110
41 N -0.044 2.589 -1.392  -0.019
42 C -1.328 2.957 -1.313  -0.220
43 C -1.727 4.258 -1.599  0.060
44 C -2.266 1.864 -1.010  -0.214
45 C -3.483 1.764 -1.670  0.076
46 C -4.232 0.592 -1.601  -0.124
47 C -3.724 -0.421 -0.787  0.040
48 C -2.550 -0.217 -0.088  -0.091
49 N -1.822 0.886 -0.208  -0.006
50 C -5.538 0.452 -2.356  -0.543
51 C -5.959 -1.014 -2.501  -0.038
52 C -5.435 1.073 -3.754  -0.032
53 C -6.606 1.220 -1.561  -0.027
54 H -0.257 8.544 -1.700  0.093
55 H 0.944 7.306 -2.041  0.078
56 H 0.009 7.237 -0.546  0.085
57 H -2.629 8.109 -1.833  0.093
58 H -2.504 6.839 -0.627  0.090
59 H -3.293 6.526 -2.184  0.084
60 H -1.308 7.958 -4.002  0.093
61 H -1.950 6.338 -4.275  0.093
62 H -0.209 6.606 -4.277  0.085
63 H 1.226 5.315 -2.816  0.124
64 H 1.798 3.016 -2.176  0.128
65 H -2.753 4.533 -1.434  0.120
66 H -3.804 2.591 -2.281  0.122
67 H -4.227 -1.367 -0.686  0.120
68 H -2.163 -0.962 0.595  0.135
69 H -5.156 -1.609 -2.930  0.075
70 H -6.823 -1.076 -3.158  0.093
71 H -6.245 -1.446 -1.546  0.086
72 H -4.604 0.643 -4.303  0.072
73 H -5.303 2.150 -3.711  0.077
74 H -6.354 0.882 -4.301  0.094
75 H -6.696 0.834 -0.548  0.092
76 H -7.569 1.121 -2.055  0.093
77 H -6.356 2.278 -1.506  0.086
78 C 1.348 5.283 2.343  -0.091
79 C 1.291 4.229 1.241  -0.511
80 C 2.599 4.222 0.455  -0.116
81 P 0.799 2.495 1.771  1.067
82 C -0.770 2.809 2.748  -0.504
83 C -1.737 3.791 2.090  -0.092
84 C -1.476 1.473 2.985  -0.107
85 C 1.984 1.939 3.103  -0.494
86 C 2.217 2.852 4.306  -0.075
87 C 3.309 1.586 2.430  -0.101
88 H 1.307 6.273 1.893  0.085
89 H 2.271 5.211 2.911  0.071
90 H 0.519 5.197 3.038  0.062
91 H 0.478 4.496 0.554  0.075
92 H 3.455 4.250 1.121  0.072
93 H 2.660 5.097 -0.186  0.082
94 H 2.678 3.331 -0.162  0.047
95 H -0.465 3.222 3.716  0.097
96 H -1.981 3.476 1.078  0.049
97 H -1.348 4.807 2.054  0.066
98 H -2.660 3.807 2.668  0.093
99 H -2.143 1.256 2.154  0.050
100 H -2.075 1.507 3.892  0.089
101 H -0.764 0.656 3.068  0.055
102 H 1.514 1.018 3.465  0.076
103 H 3.050 3.526 4.127  0.075
104 H 2.461 2.243 5.173  0.084
105 H 1.339 3.443 4.552  0.059
106 H 3.888 2.483 2.233  0.066
107 H 3.142 1.073 1.482  0.058
108 H 3.910 0.935 3.060  0.090

Cartesian forces (eV/Å) of the 3 atoms listed first:
-0.145 1.710 3.751
0.098 -0.076 0.167
-0.394 0.153 -0.064

Values from the calculation:
E_LUMO (alpha / beta) = -4.18 / -4.31 eV
gap between HOMO and LUMO (alpha / beta) = 5.163 / 4.882 eV
charge = +1
relative energy (zero: lowest compared OMol25 entry of this formula, charge and spin) = 5.608 eV

- What is the formula in the third record?
  C24H24ClF6N6NdO3S

Copy entry 1 word for word.
ORCA calculation (ωB97M-V/def2-TZVPD) on one molecule with the formula C3H6O in a non-equilibrium geometry.

Last column: Löwdin charge in e.
Element x y z (Å)
1 C 0.565 0.892 -0.497  -0.117
2 C 0.377 -0.311 0.388  -0.271
3 C -0.851 -0.992 0.043  -0.274
4 O -1.751 -0.438 -0.687  -0.049
5 H 0.798 0.769 -1.635  0.122
6 H -0.282 1.453 -0.517  0.015
7 H 1.415 1.376 0.235  0.130
8 H -0.157 -0.001 1.413  0.177
9 H 1.258 -0.915 0.465  0.105
10 H -1.371 -1.833 0.791  0.162

Cartesian forces (eV/Å) of the 3 atoms listed first:
4.722 0.032 0.898
-1.848 0.304 0.462
-7.271 -0.210 -0.853

Values from the calculation:
E_LUMO = 0.77 eV
gap between HOMO and LUMO = 10.531 eV
charge = 0
relative energy (zero: lowest compared OMol25 entry of this formula, charge and spin) = 2.239 eV
SMILES = CCC=O

- What is the charge in the second record?
  +1

Repeat the first record exactly.
ORCA calculation (ωB97M-V/def2-TZVPD) on one molecule with the formula C3H6O in a non-equilibrium geometry.

Last column: Löwdin charge in e.
Element x y z (Å)
1 C 0.565 0.892 -0.497  -0.117
2 C 0.377 -0.311 0.388  -0.271
3 C -0.851 -0.992 0.043  -0.274
4 O -1.751 -0.438 -0.687  -0.049
5 H 0.798 0.769 -1.635  0.122
6 H -0.282 1.453 -0.517  0.015
7 H 1.415 1.376 0.235  0.130
8 H -0.157 -0.001 1.413  0.177
9 H 1.258 -0.915 0.465  0.105
10 H -1.371 -1.833 0.791  0.162

Cartesian forces (eV/Å) of the 3 atoms listed first:
4.722 0.032 0.898
-1.848 0.304 0.462
-7.271 -0.210 -0.853

Values from the calculation:
E_LUMO = 0.77 eV
gap between HOMO and LUMO = 10.531 eV
charge = 0
relative energy (zero: lowest compared OMol25 entry of this formula, charge and spin) = 2.239 eV
SMILES = CCC=O